A cluster of 2 separate species, CH2BrClFNO2S in total at a distorted geometry. Source: OMol25; level of theory: ωB97M-V/def2-TZVPD.

Properties
largest force on an atom = 3.23 eV/A
HOMO energy = -0.3718 hartree
energy = -3776.60422 Ha
relative energy (zero: lowest compared OMol25 entry of this formula, charge and spin) = 107.93 kcal per mole
gap between HOMO and LUMO = 7.27 eV
lowest unoccupied orbital energy = -2.84 eV

ORCA input file:
```
! wB97M-V def2-TZVPD RIJCOSX def2/J DEFGRID3
* xyz 0 1
C -2.510 0.074 0.617
N -0.003 0.141 0.248
O -0.731 -1.399 2.175
O -0.908 1.058 2.419
F -1.453 2.754 -1.146
S -0.947 -0.129 1.582
Cl -2.767 1.583 0.153
Br -3.209 -1.382 -0.292
H 0.100 1.073 0.498
H 0.826 -0.242 -0.151
*
```

***

A cluster of 2 separate species, C9H22N2Si in total at a distorted geometry. Source: OMol25; level of theory: ωB97M-V/def2-TZVPD.

Properties
largest force on an atom = 3.57 eV/A
HOMO energy = -0.2699 hartree
energy = -755.00905 Ha
relative energy (zero: lowest compared OMol25 entry of this formula, charge and spin) = 85.67 kcal per mole
gap between HOMO and LUMO = 8.01 eV
lowest unoccupied orbital energy = 0.66 eV

ORCA input file:
```
! wB97M-V def2-TZVPD RIJCOSX def2/J DEFGRID3
* xyz 0 1
C 2.305 0.069 -2.111
C 1.491 0.566 -1.158
C 1.871 -4.051 0.629
C -0.935 2.662 1.864
C -3.021 1.839 -1.639
C 1.676 -2.605 0.336
C 0.293 1.863 2.364
C -1.604 1.231 -1.772
C 0.319 -2.223 -0.243
N 0.096 0.455 2.164
N -1.425 0.164 -0.779
Si 0.167 -0.362 -0.255
H 2.962 0.739 -2.589
H 2.101 -1.030 -2.289
H 1.648 1.593 -0.737
H 1.674 -4.622 -0.305
H 2.857 -4.310 1.123
H 1.133 -4.391 1.318
H -1.320 2.187 0.937
H -1.677 2.624 2.754
H -0.632 3.652 1.740
H -3.825 1.112 -1.518
H -3.107 2.388 -0.681
H -3.186 2.507 -2.537
H 1.899 -2.052 1.245
H 2.518 -2.384 -0.313
H 1.232 2.328 1.992
H 0.477 2.132 3.442
H -1.588 0.695 -2.648
H -0.863 2.097 -1.759
H -0.540 -2.731 0.336
H 0.099 -2.608 -1.209
H -0.959 0.330 2.314
H -2.134 0.137 -0.015
*
```

***

A structure of composition C17H20BeF4N3O. Source: OMol25; level of theory: ωB97M-V/def2-TZVPD.

Properties
largest force on an atom = 0.98 eV/A
HOMO energy (alpha / beta) = -0.1941 / -0.2883 hartree
energy = -1313.49750 Ha
<S²> = 0.77
gap between HOMO and LUMO (alpha / beta) = 5.71 / 8.26 eV
lowest unoccupied orbital energy (alpha / beta) = 0.43 / 0.42 eV

ORCA input file:
```
! wB97M-V def2-TZVPD RIJCOSX def2/J DEFGRID3
* xyz 0 2
Be -0.241 0.247 0.371
C -2.822 2.264 -0.330
C -1.497 2.284 -1.076
N -0.341 1.939 -0.225
C -0.187 2.873 0.917
C -0.138 4.358 0.565
C 0.892 1.855 -1.039
C 2.004 1.169 -0.236
N 1.348 0.250 0.685
C 2.043 -0.319 1.702
C 1.322 -0.817 2.803
F -0.019 -0.656 2.783
C 1.920 -1.394 3.898
F 1.155 -1.825 4.909
C 3.294 -1.518 3.977
C 4.029 -1.032 2.916
F 5.364 -1.139 2.942
C 3.437 -0.455 1.808
F 4.237 -0.061 0.796
H -3.632 2.423 -1.041
H -2.883 3.052 0.422
H -2.971 1.298 0.152
H -1.336 3.263 -1.538
H -1.536 1.545 -1.877
H 0.726 2.594 1.441
H -1.012 2.691 1.607
H 0.580 4.569 -0.229
H 0.175 4.911 1.449
H -1.112 4.740 0.261
H 1.212 2.837 -1.396
H 0.650 1.244 -1.912
H 2.613 1.908 0.297
H 2.668 0.654 -0.935
H 3.773 -1.965 4.835
O -1.350 -0.594 0.063
N -2.167 -1.679 0.078
C -2.179 -2.426 -1.096
C -2.560 -3.730 -1.077
C -2.863 -4.381 0.134
C -2.672 -3.649 1.324
C -2.291 -2.346 1.294
H -1.904 -1.884 -1.987
H -2.616 -4.263 -2.017
H -3.173 -5.415 0.161
H -2.815 -4.118 2.288
H -2.105 -1.744 2.169
*
```